# 1
Molecular formula: C37H76O37
Method: DFT, wB97M-V/def2-TZVPD

Output
Kohn-Sham gap   0.366 Ha
Largest force on an atom   3.9 eV/Å
M   1112.978 g/mol
LUMO level   0.33 eV
Multiplicity   1

Each line ends with the Löwdin charge.
Element x y z (Å)
C: -6.6422 2.6236 -2.2926  -0.04
O: -5.3240 2.0553 -2.2341  -0.02
C: -5.1258 0.7073 -2.2055  -0.58
O: -4.0712 0.2425 -1.9221  0.14
O: -6.1637 -0.0621 -2.5243  -0.01
C: -6.0465 -1.4542 -2.4609  -0.04
H: -7.4055 1.9787 -2.7883  0.10
H: -6.6416 3.5972 -2.7671  0.09
H: -6.9919 2.6835 -1.2083  0.11
H: -5.5234 -1.8190 -1.5888  0.09
H: -5.4795 -1.8059 -3.3760  0.10
H: -7.0099 -1.9155 -2.5409  0.09
C: -2.6768 -2.8664 -1.4442  -0.01
O: -1.7161 -3.6393 -0.6695  -0.01
C: -0.4792 -3.8483 -1.1636  -0.65
O: -0.1330 -3.4791 -2.2673  0.10
O: 0.2523 -4.4630 -0.3067  0.04
C: 1.5265 -4.8568 -0.8210  0.00
H: -3.3721 -3.5844 -1.8762  0.09
H: -2.1819 -2.2417 -2.1837  0.07
H: -3.1258 -2.2664 -0.6791  0.08
H: 1.4468 -5.5588 -1.6613  0.12
H: 2.0326 -5.1853 0.0273  0.08
H: 2.0517 -3.9671 -1.0538  0.08
C: -1.4452 -0.5326 -5.7183  0.03
O: -1.0358 0.7753 -5.1472  0.00
C: -1.9934 1.6299 -4.7558  -0.61
O: -3.2008 1.5461 -4.8802  0.11
O: -1.3305 2.6055 -4.1724  -0.01
C: -2.0566 3.7587 -3.7210  -0.02
H: -1.3551 -0.5002 -6.7953  0.11
H: -2.4445 -0.7519 -5.4555  0.05
H: -0.7562 -1.2184 -5.3774  0.07
H: -2.7147 4.0865 -4.5141  0.09
H: -1.2301 4.4501 -3.4042  0.12
H: -2.7300 3.5472 -2.8453  0.09
C: 4.3214 0.4266 6.9843  -0.02
O: 2.9826 -0.0686 7.0291  0.03
C: 2.0956 0.7350 6.5115  -0.65
O: 2.3091 1.8735 6.1746  0.11
O: 0.9655 0.0837 6.3276  -0.01
C: -0.1501 0.8834 5.8244  0.00
H: 4.5173 1.4559 7.0397  0.08
H: 4.8376 -0.0818 6.1009  0.11
H: 4.8001 -0.0045 7.8840  0.10
H: -0.2983 1.6350 6.6056  0.10
H: -0.9743 0.1304 5.7099  0.10
H: 0.0891 1.1843 4.8024  0.09
C: -1.7618 -4.7549 -5.2176  0.02
O: -2.3824 -3.9538 -6.3338  0.00
C: -3.3570 -3.1631 -5.8022  -0.61
O: -3.7501 -3.1479 -4.6627  0.10
O: -3.8371 -2.4091 -6.7933  -0.03
C: -4.8650 -1.4633 -6.5752  -0.04
H: -0.8497 -4.2810 -4.9242  0.07
H: -1.4235 -5.6391 -5.7789  0.10
H: -2.4241 -4.8652 -4.3583  0.09
H: -5.8627 -1.9446 -6.4438  0.11
H: -4.9228 -0.8486 -7.5154  0.12
H: -4.6720 -0.9225 -5.6635  0.07
C: 0.4026 5.8801 0.4207  -0.06
O: 1.6076 5.4476 -0.1474  0.00
C: 1.9741 4.1521 -0.2181  -0.59
O: 2.8761 3.7647 -0.9315  0.12
O: 1.2521 3.3254 0.5065  -0.04
C: 1.4458 1.9689 0.3496  -0.05
H: -0.0764 4.9908 0.9261  0.10
H: -0.3491 6.1121 -0.4271  0.12
H: 0.5878 6.7025 1.1313  0.10
H: 2.4877 1.8158 0.3052  0.09
H: 1.1359 1.6842 -0.6196  0.08
H: 0.8963 1.5543 1.1802  0.11
C: 6.5291 1.3131 -0.0750  0.01
O: 6.2471 -0.0927 0.1760  0.01
C: 6.2741 -0.9291 -0.8196  -0.66
O: 6.1353 -2.0977 -0.6422  0.13
O: 6.6408 -0.3436 -1.9612  -0.02
C: 6.7106 -1.1980 -3.0856  -0.03
H: 5.7160 1.7046 -0.6760  0.10
H: 7.4185 1.4886 -0.6308  0.09
H: 6.4648 1.7532 0.9103  0.09
H: 6.3781 -2.2049 -2.8117  0.10
H: 7.7137 -1.1970 -3.4652  0.08
H: 6.0624 -0.7356 -3.8553  0.10
C: -2.6301 1.4675 1.1270  0.03
O: -2.8712 2.8954 0.8963  -0.01
C: -2.2340 3.5102 -0.0857  -0.58
O: -1.2752 3.1201 -0.7204  0.11
O: -2.5569 4.8243 -0.2905  -0.02
C: -3.8308 5.1714 0.3160  -0.03
H: -3.5312 0.9033 0.7534  0.10
H: -2.4771 1.2767 2.2122  0.12
H: -1.7600 1.1701 0.6454  0.03
H: -4.6307 4.5288 -0.0701  0.09
H: -4.0184 6.1997 0.1114  0.08
H: -3.8898 5.0303 1.3838  0.08
C: -3.9818 -2.1058 3.1802  0.02
O: -4.3810 -0.8203 3.7947  0.01
C: -5.0656 -0.0083 3.0320  -0.64
O: -5.4182 -0.2726 1.8958  0.09
O: -5.3361 1.1073 3.7390  0.00
C: -6.0568 2.1224 3.0500  -0.03
H: -3.1752 -1.9498 2.4804  0.08
H: -4.8007 -2.5974 2.6762  0.09
H: -3.5605 -2.6789 4.0074  0.10
H: -5.6764 2.1411 2.0497  0.08
H: -5.8176 3.0712 3.5287  0.10
H: -7.1051 1.9961 3.1262  0.09
C: 4.9610 0.0956 3.1900  -0.05
O: 4.8081 1.4007 3.6972  0.03
C: 3.6297 1.9574 3.5727  -0.65
O: 2.6067 1.4920 3.1144  0.11
O: 3.8028 3.1826 3.9949  0.01
C: 2.7337 4.1097 3.7727  -0.01
H: 5.9982 -0.0630 2.9424  0.09
H: 4.3679 -0.1298 2.3144  0.08
H: 4.6758 -0.7449 3.9065  0.10
H: 1.7849 3.8395 4.2610  0.10
H: 2.5676 4.1254 2.6698  0.10
H: 3.0467 5.0629 4.1036  0.08
C: 2.2385 -3.8159 4.4812  -0.03
O: 3.0497 -4.1512 3.3509  -0.04
C: 4.3432 -3.7241 3.5425  -0.65
O: 4.7040 -3.1170 4.4802  0.14
O: 5.0429 -4.1614 2.5413  0.03
C: 6.3625 -3.6412 2.3695  -0.01
H: 2.1945 -2.7597 4.6203  0.08
H: 2.7424 -4.1771 5.3238  0.08
H: 1.3322 -4.2593 4.1802  0.09
H: 6.2770 -2.6652 1.9429  0.07
H: 6.7455 -4.3080 1.6325  0.09
H: 6.9733 -3.6588 3.2784  0.11
C: -0.8752 0.0174 -1.8853  -0.01
O: 0.3348 -0.5154 -1.3217  -0.03
C: 0.3397 -0.9358 -0.0471  -0.57
O: -0.5410 -0.8955 0.7787  0.10
O: 1.6228 -1.3488 0.2684  -0.04
C: 1.8355 -1.6539 1.6768  0.00
H: -0.7537 1.1390 -1.8012  0.10
H: -1.7948 -0.3112 -1.3583  0.08
H: -0.8344 -0.3112 -2.9012  0.08
H: 2.5109 -2.5137 1.6786  0.09
H: 0.8374 -1.7730 2.1112  0.10
H: 2.3198 -0.7858 2.1627  0.07
C: 2.8271 -0.9180 -3.5241  -0.18
O: 3.4435 -1.5729 -2.4815  -0.10
H: 2.1167 -0.0748 -3.2239  0.10
H: 3.5808 -0.5121 -4.2565  0.09
H: 2.2190 -1.5946 -4.0579  0.05
H: 3.0773 -1.4221 -1.6105  0.06

Forces on atoms 1 to 6 (eV/Å):
-1.4 -1.3 1.7
-0.3 -0.8 -0.5
-0.5 0.2 -0.2
1.4 0.0 0.4
-1.5 1.9 0.1
1.7 -1.4 -1.8

---

# 2
Molecular formula: C37H81HgN2O13S6
Method: DFT, wB97M-V/def2-TZVPD

Output
Kohn-Sham gap (alpha / beta)   0.264 / 0.244 Ha
Largest force on an atom   3.9 eV/Å
M   1155.048 g/mol
LUMO level (alpha / beta)   0.01 / -0.83 eV
Multiplicity   2

Each line ends with the Löwdin charge.
Element x y z (Å)
Hg: 1.6573 1.0815 -3.9484  1.00
C: 0.2761 1.3622 -0.5007  -0.36
O: 0.7440 1.3296 -1.7925  -0.48
H: 0.1713 2.3411 -0.0329  0.04
H: -0.7151 0.9202 -0.3992  0.04
H: 0.9020 0.7188 0.1177  0.03
C: -5.1924 -4.8193 -2.2627  -0.07
C: -4.7730 -4.6086 -0.7590  -0.23
N: -5.3120 -3.3770 -0.1268  -0.18
C: -4.8196 -2.1582 -0.8205  -0.22
C: -3.3118 -1.8364 -0.5377  -0.07
C: -5.3198 -3.4282 1.3359  -0.26
C: -6.1525 -2.3018 1.9787  -0.08
H: -4.6897 -5.7053 -2.6506  0.07
H: -4.8535 -3.9810 -2.8714  0.05
H: -6.2697 -4.9829 -2.2902  0.07
H: -5.1489 -5.4810 -0.2246  0.10
H: -3.6860 -4.6240 -0.6791  0.10
H: -4.9750 -2.1235 -1.8988  0.09
H: -5.3181 -1.2619 -0.4512  0.09
H: -2.5670 -2.6100 -0.7247  0.05
H: -2.9672 -0.8923 -0.9595  0.05
H: -3.3006 -1.7942 0.5515  0.05
H: -4.3294 -3.4939 1.7863  0.09
H: -5.8122 -4.3674 1.5879  0.11
H: -7.1955 -2.4613 1.7054  0.08
H: -5.7914 -1.3045 1.7274  0.06
H: -6.0633 -2.3561 3.0637  0.06
C: -0.1345 -2.0897 2.0062  -0.08
C: -0.8028 -2.2116 3.3592  -0.25
N: -0.5726 -3.4992 3.9742  -0.19
C: 0.8370 -3.8217 4.3172  -0.22
C: 1.5810 -2.8118 5.2089  -0.07
C: -1.4488 -3.7793 5.1330  -0.25
C: -2.9347 -3.7286 4.7595  -0.09
H: 0.9325 -1.8742 2.0623  0.05
H: -0.5260 -1.2900 1.3775  0.06
H: -0.2940 -3.0158 1.4539  0.08
H: -0.5460 -1.3797 4.0151  0.10
H: -1.8791 -2.1371 3.2033  0.10
H: 0.7831 -4.8125 4.7683  0.11
H: 1.3278 -3.9348 3.3505  0.09
H: 2.6010 -3.0975 5.4657  0.07
H: 1.7309 -1.8906 4.6459  0.04
H: 1.0640 -2.5496 6.1319  0.07
H: -1.1156 -3.1414 5.9516  0.10
H: -1.3531 -4.7614 5.5961  0.11
H: -3.0562 -4.3284 3.8576  0.08
H: -3.3667 -2.7399 4.6049  0.06
H: -3.4703 -4.0975 5.6342  0.07
C: 5.6843 -1.9882 2.4136  -0.18
C: 4.2616 -1.5022 2.1125  -0.25
C: 4.1739 -1.4497 0.6190  -0.22
S: 5.6881 -0.4732 0.0553  0.75
O: 5.3828 0.9404 0.0522  -0.33
O: 6.2326 -1.1580 -1.1584  -0.36
C: 6.6043 -1.0245 1.5719  -0.19
H: 5.7613 -3.0303 2.1035  0.12
H: 5.8893 -1.8273 3.4720  0.11
H: 4.1477 -0.5113 2.5522  0.10
H: 3.4260 -2.0521 2.5455  0.10
H: 3.2723 -0.9782 0.2280  0.09
H: 4.2441 -2.4372 0.1630  0.09
H: 6.8040 -0.0734 2.0654  0.09
H: 7.5166 -1.5339 1.2615  0.10
C: 2.2522 -3.8377 -2.1580  -0.19
C: 1.3511 -3.3863 -0.9514  -0.21
C: 0.7752 -2.0151 -1.3567  -0.21
S: 0.2982 -2.2840 -3.0862  0.69
O: 0.4290 -0.9836 -3.7536  -0.48
O: -0.9710 -2.9655 -3.2413  -0.31
C: 1.6261 -3.4154 -3.5087  -0.20
H: 2.4967 -4.8990 -2.1130  0.11
H: 3.2105 -3.3240 -2.0825  0.10
H: 1.9372 -3.4181 -0.0329  0.09
H: 0.6013 -4.1495 -0.7429  0.11
H: 1.5154 -1.2152 -1.3752  0.08
H: -0.1023 -1.6281 -0.8386  0.08
H: 2.3318 -2.8068 -4.0741  0.10
H: 1.2164 -4.2167 -4.1237  0.11
C: 1.8899 0.9944 3.6046  -0.24
C: 2.7323 2.2813 3.2035  -0.17
C: 2.3322 3.4850 4.1167  -0.22
S: 0.8658 2.9864 5.0169  0.70
O: -0.2364 3.9016 4.8720  -0.33
O: 1.2058 2.5290 6.3894  -0.34
C: 0.5388 1.4676 4.0157  -0.22
H: 2.3540 0.3612 4.3607  0.10
H: 1.8340 0.3605 2.7197  0.08
H: 2.6083 2.5548 2.1557  0.09
H: 3.7880 2.0525 3.3491  0.10
H: 2.1933 4.3758 3.5041  0.10
H: 2.9881 3.7348 4.9507  0.10
H: -0.0583 1.8067 3.1692  0.11
H: -0.0158 0.7963 4.6713  0.10
C: -4.0548 0.7700 -3.5919  -0.21
C: -3.8395 2.1793 -4.0604  -0.25
C: -3.2128 2.0207 -5.4356  -0.21
S: -1.8826 0.7800 -5.2510  0.76
O: -0.6100 1.3891 -4.8016  -0.45
O: -1.9887 -0.0770 -6.4504  -0.34
C: -2.7187 0.0253 -3.8043  -0.20
H: -4.8149 0.3295 -4.2372  0.12
H: -4.4308 0.7735 -2.5688  0.11
H: -3.1222 2.6155 -3.3653  0.09
H: -4.6759 2.8779 -4.0437  0.12
H: -2.8564 2.9695 -5.8366  0.09
H: -3.9934 1.6415 -6.0950  0.11
H: -2.0024 0.2827 -3.0241  0.08
H: -2.7957 -1.0561 -3.9176  0.10
C: -2.2465 5.6712 -1.5263  -0.24
C: -1.2337 4.5261 -1.5414  -0.18
C: -0.3565 4.8856 -2.8255  -0.19
S: -1.4510 5.8114 -3.9629  0.69
O: -1.6161 4.9133 -5.0753  -0.33
O: -0.8939 7.1607 -4.1348  -0.33
C: -2.8803 5.8059 -2.9043  -0.22
H: -1.7594 6.5854 -1.1871  0.12
H: -2.9709 5.5289 -0.7243  0.11
H: -1.6882 3.5393 -1.6292  0.10
H: -0.5711 4.5146 -0.6759  0.10
H: 0.0032 3.9678 -3.2906  0.08
H: 0.4718 5.5354 -2.5430  0.09
H: -3.4922 4.9516 -3.1940  0.08
H: -3.5438 6.6517 -3.0847  0.11
C: 5.4670 4.0266 -0.9898  -0.22
C: 4.1636 4.1184 -0.2244  -0.22
C: 3.0605 4.7204 -1.1105  -0.20
S: 3.4139 4.2162 -2.8139  0.68
O: 3.5735 5.3827 -3.6273  -0.31
O: 2.5314 3.1463 -3.2210  -0.48
C: 5.1275 3.5614 -2.3937  -0.19
H: 6.1711 3.2630 -0.6591  0.10
H: 6.0413 4.9492 -1.0745  0.12
H: 4.3304 4.5715 0.7529  0.11
H: 3.7841 3.1484 0.0969  0.09
H: 3.0799 5.8057 -1.0119  0.11
H: 2.0636 4.3474 -0.8754  0.09
H: 5.8223 3.8548 -3.1807  0.11
H: 4.9771 2.4819 -2.4032  0.09

Forces on atoms 1 to 6 (eV/Å):
0.1 -0.3 0.5
0.4 -0.9 -1.2
-0.1 0.4 -0.2
0.3 0.6 0.2
-0.8 -0.3 0.0
0.4 -0.1 0.9

---

Number 1: energy -115355.9917 eV. Number 2: energy -138459.3150 eV.